--- w ---
Entry from the Open Molecules 2025 dataset: a cluster of 2 separate species, C5H10NO in total (ωB97M-V/def2-TZVPD).

XYZ file:
```
17
Properties=species:S:1:pos:R:3:nbo_charge:R:1
O -0.56 2.26 0.75 -0.422
N -1.35 -0.18 -0.12 -0.569
C 0.33 1.69 1.25 0.814
C -0.27 -0.32 -1.18 -0.065
C -0.48 -1.64 -1.92 -0.661
C 1.51 1.43 1.99 -0.841
C 0.02 -0.35 0.24 -0.294
H 0.40 -2.05 -2.55 0.268
H 0.15 0.57 -1.80 0.253
H 1.52 1.64 3.15 0.328
H -0.86 -2.47 -1.30 0.221
H -1.18 -1.34 -2.69 0.236
H -1.80 0.75 0.05 0.444
H -2.01 -1.08 -0.19 0.449
H 1.90 0.29 1.87 0.313
H 2.36 2.08 1.74 0.318
H 0.32 -1.26 0.70 0.209
```

Summary:
gap between HOMO and LUMO = 9.12 eV
E_LUMO = -0.1405 Ha
net charge = +1



--- x ---
Entry from the Open Molecules 2025 dataset: a cluster of 2 separate species, C5H10NO in total (ωB97M-V/def2-TZVPD).

XYZ file:
```
17
Properties=species:S:1:pos:R:3:nbo_charge:R:1
O 1.57 0.89 -1.55 -0.677
N -1.99 -0.73 -1.12 -0.428
C 0.97 -0.11 -0.85 -0.285
C 0.88 1.45 1.14 -0.738
C -0.26 -0.77 1.22 -0.749
C 0.50 0.20 0.40 0.562
C -3.05 -0.89 -1.52 0.214
H -1.21 -1.11 0.63 0.318
H 0.44 -1.59 1.45 0.288
H 2.38 0.59 -1.98 0.505
H 0.99 1.06 2.13 0.271
H 1.42 -1.13 -0.75 0.291
H 0.02 2.14 1.33 0.314
H 1.76 1.99 0.65 0.286
H -3.93 -1.35 -1.77 0.240
H -0.61 -0.19 2.09 0.245
H 0.12 -0.45 -1.50 0.344
```

Summary:
gap between HOMO and LUMO = 9.78 eV
E_LUMO = -0.2032 Ha
net charge = +1



Which of them is most stable? Easy: x.



--- w ---
Entry from the Open Molecules 2025 dataset: the ion C5H10NO with charge +1 (ωB97M-V/def2-TZVPD).

XYZ file:
```
17
Properties=species:S:1:pos:R:3:nbo_charge:R:1
O 4.08 0.02 -0.32 -0.585
N -0.77 0.81 0.63 -0.481
C 1.73 0.22 0.01 -0.434
C 0.27 0.00 0.35 0.236
C 2.97 -0.56 0.11 0.350
C -2.53 -0.24 -0.87 -0.624
C -2.08 0.22 0.58 -0.250
H -2.58 -1.25 -1.07 0.229
H -2.10 -0.58 1.31 0.225
H -2.81 0.97 1.03 0.236
H 4.86 -0.58 -0.30 0.524
H 0.09 -1.07 0.04 0.225
H 1.84 1.36 -0.01 0.237
H -0.73 1.82 0.82 0.446
H 2.93 -1.58 0.42 0.202
H -3.53 0.29 -1.17 0.251
H -1.66 0.15 -1.56 0.211
```

Summary:
gap between HOMO and LUMO = 8.50 eV
E_LUMO = -0.1886 Ha
SMILES = CC/[NH+]=C/C=C/O
net charge = +1



--- x ---
Entry from the Open Molecules 2025 dataset: a structure of composition C5H10NO (ωB97M-V/def2-TZVPD).

XYZ file:
```
17
Properties=species:S:1:pos:R:3:nbo_charge:R:1
O -1.95 0.08 0.36 -0.671
N 0.10 -1.26 -0.55 -0.287
C -3.25 0.59 0.04 -0.254
C 3.17 0.48 0.33 -0.651
C 1.79 0.04 0.53 -0.080
C 1.36 -0.70 -0.51 -0.110
C -1.08 -1.37 -0.48 0.461
H 3.45 0.48 -0.76 0.229
H 1.22 0.46 1.35 0.229
H -1.22 0.74 0.54 0.520
H -3.87 -0.21 0.36 0.205
H 3.19 1.55 0.59 0.237
H -1.86 -2.05 -0.54 0.248
H 3.93 0.03 0.85 0.250
H -3.37 0.54 -1.06 0.191
H -3.50 1.56 0.39 0.227
H 1.91 -0.98 -1.45 0.256
```

Summary:
gap between HOMO and LUMO = 9.61 eV
E_LUMO = -0.1598 Ha
net charge = +1



--- y ---
Entry from the Open Molecules 2025 dataset: the ion C5H10NO with charge +1 (ωB97M-V/def2-TZVPD).

XYZ file:
```
17
Properties=species:S:1:pos:R:3:nbo_charge:R:1
O 0.09 0.24 2.05 -0.579
N 1.94 -0.36 0.18 -0.718
C 1.25 0.43 -0.87 -0.116
C -0.81 0.84 1.51 0.481
C -1.68 0.25 0.44 -0.516
C 0.10 -0.01 -1.38 -0.085
C -0.98 -0.73 -0.58 -0.472
H -1.07 1.85 1.88 0.157
H -0.57 -1.67 -0.21 0.232
H -0.12 -0.02 -2.44 0.253
H 2.22 -1.28 -0.14 0.443
H -1.80 -1.03 -1.22 0.252
H 1.31 -0.39 1.02 0.477
H -2.07 1.07 -0.16 0.240
H 1.99 0.89 -1.51 0.229
H -2.55 -0.25 0.88 0.278
H 2.75 0.15 0.53 0.445
```

Summary:
gap between HOMO and LUMO = 10.43 eV
E_LUMO = -0.1506 Ha
SMILES = [NH3+]/C=C\CCC=O
net charge = +1



Which of them is most stable? Easy: y.